# 1
Formula: C4H13NO
Source: OMol25
Level of theory: the ωB97M-V functional and the def2-TZVPD basis

```
! RIJCOSX wB97M-V def2-TZVPD def2/J DEFGRID3
* xyz 0 1
C -0.7001 1.3732 1.0825
C 0.4808 0.7815 1.6892
O 1.3486 -0.0243 0.8009
C 2.3539 -0.7852 1.4875
C 3.0281 -1.6935 0.3345
H -0.8484 0.8466 0.0439
H -0.5318 2.4089 0.6799
H -1.4551 1.5667 1.7936
H 1.2039 1.5132 2.0269
H 0.1908 0.2150 2.6963
H 3.1742 -0.0573 1.9036
H 1.7900 -1.4482 2.3007
H 2.7204 -1.1513 -0.5952
H 4.1613 -1.7925 0.1672
H 2.6320 -2.6649 0.5563
N -4.9774 0.1737 -4.5340
H -4.6710 1.1594 -4.5033
H -4.2367 -0.4781 -4.1006
H -5.6636 0.0571 -3.8299
*
```

Computed properties:
- Kohn-Sham gap (eV) = 10.628
- SMILES = CCOCC.N
- calculated total energy (eV) = -7894.1504
- LUMO (eV) = 0.99
- relative energy (zero: lowest compared OMol25 entry of this formula, charge and spin) (eV) = 2.511

=====

# 2
Formula: C12H29B2ClN6O9P
Source: OMol25
Level of theory: the ωB97M-V functional and the def2-TZVPD basis

```
! RIJCOSX wB97M-V def2-TZVPD def2/J DEFGRID3
* xyz 1 1
C 5.3412 -0.5588 -0.7693
C 4.4128 -0.5095 -1.9934
N 3.2485 0.3661 -1.7904
C 2.0595 -0.2780 -1.3760
N 1.3185 -1.0364 -2.3930
O 2.3621 -1.1440 -0.3092
C 1.2426 -1.9076 0.0751
P 1.8472 -2.8390 1.5529
O 2.5227 -2.0118 2.5453
O 0.5622 -3.6774 1.9787
O 2.8240 -3.8918 0.8486
N 0.0047 -1.1094 0.2566
Cl -0.3287 -0.6671 1.8988
C -0.0828 0.0313 -0.5893
N -1.2346 0.3592 -1.0970
C -1.3425 1.4639 -2.0736
C -1.5254 2.8500 -1.4874
O -2.7114 2.8719 -0.6946
C -2.5636 3.2682 0.6054
O -1.7212 4.0593 0.9150
C -3.5866 2.6804 1.5193
C -3.0423 2.3905 2.9197
B -2.5282 -0.4120 -0.8343
O -3.2666 -0.6993 -1.9567
O -2.8557 -0.7634 0.4123
C -3.4938 -2.0586 0.6129
C -3.0538 -2.6417 1.9343
N 1.0881 0.7407 -0.8992
B 1.4884 1.6420 0.2361
N 2.8200 2.0238 0.4941
O 0.4212 2.0201 1.0262
H 5.4587 -1.5831 -0.4128
H 6.3407 -0.2044 -1.0245
H 4.9310 0.0386 0.0418
H 4.9563 -0.1487 -2.8670
H 4.1029 -1.5299 -2.2467
H 3.0540 0.9389 -2.6004
H 1.3865 -0.5697 -3.2897
H 1.7151 -1.9627 -2.5040
H 0.9772 -2.6605 -0.6720
H 0.7716 -4.5404 2.3619
H 2.3624 -4.6602 0.4898
H -0.4819 1.4567 -2.7427
H -2.2139 1.2381 -2.6849
H -0.6680 3.2110 -0.9333
H -1.6563 3.5236 -2.3395
H -4.0453 1.7996 1.0748
H -4.3784 3.4345 1.5959
H -2.2393 3.0748 3.1860
H -3.8366 2.5240 3.6554
H -2.6988 1.3605 3.0102
H -4.0673 -0.1687 -2.0433
H -4.5730 -1.8992 0.6161
H -3.2358 -2.7368 -0.2010
H -2.0033 -2.9314 1.9195
H -3.6343 -3.5571 2.0824
H -3.2673 -1.9708 2.7645
H 3.4080 2.3180 -0.2693
H 2.9109 2.6718 1.2661
H 0.3976 2.9717 1.1990
*
```

Computed properties:
- Kohn-Sham gap (eV) = 8.539
- SMILES = CCN[C@@]1(N)O[C@@H](P(=O)(O)O)N(Cl)C(N(CCOC(=O)CC)B(O)OCC)=[N+]1B(N)O
- calculated total energy (eV) = -63448.1550
- LUMO (eV) = -3.78

=====

# 3
Formula: C2H2Cl4Si
Source: OMol25
Level of theory: the ωB97M-V functional and the def2-TZVPD basis

```
! RIJCOSX wB97M-V def2-TZVPD def2/J DEFGRID3
* xyz 0 1
C -0.7592 1.0317 -1.1058
C -0.6574 0.3356 0.2548
Cl -1.4760 0.8801 1.6181
Si 0.7243 -0.8481 0.4197
Cl 0.2244 -2.5153 1.4429
Cl 2.0336 0.0720 1.5726
Cl 1.4855 -1.3108 -1.3517
H -1.4303 1.8409 -1.1414
H -0.1450 0.5139 -1.7092
*
```

Computed properties:
- Kohn-Sham gap (eV) = 9.504
- SMILES = C=C(Cl)[Si](Cl)(Cl)Cl
- calculated total energy (eV) = -60076.5536
- LUMO (eV) = -0.09
- relative energy (zero: lowest compared OMol25 entry of this formula, charge and spin) (eV) = 1.163

=====

# 4
Formula: C11H10BrF3HfO3S
Source: OMol25
Level of theory: the ωB97M-V functional and the def2-TZVPD basis

```
! RIJCOSX wB97M-V def2-TZVPD def2/J DEFGRID3
* xyz 0 1
C -1.2279 -1.2217 -2.3277
C -1.4743 -2.2968 -1.4227
C -2.1488 -1.7389 -0.2543
H -1.2637 -3.3636 -1.6023
C -2.2747 -0.3245 -0.4816
C -1.7515 -0.0362 -1.7710
H -1.7760 0.9343 -2.2675
H -0.7780 -1.3157 -3.3234
H -2.5979 -2.3115 0.5622
H -2.7986 0.3770 0.1633
Hf -0.0103 -0.9739 -0.1889
Br 1.0812 -3.0653 0.4730
C 2.7101 1.1326 -0.2324
C 1.6280 1.7736 -0.9147
C 1.2743 0.9675 -2.0444
H 1.1483 2.6950 -0.6208
C 2.0889 -0.2264 -2.0116
C 3.0053 -0.0884 -0.9062
H 3.7785 -0.8039 -0.6443
H 3.1769 1.4865 0.6766
H 0.6151 1.2405 -2.8575
H 2.0970 -1.0063 -2.7698
F -1.1332 2.0116 4.6245
C -0.9094 1.8242 3.3011
F -2.0770 1.9719 2.6257
F -0.0320 2.7598 2.8568
S -0.1923 0.1165 2.9886
O 1.1169 0.1254 3.5784
O -1.1849 -0.8519 3.3560
O -0.0901 0.2084 1.4348
*
```

Computed properties:
- Kohn-Sham gap (eV) = 7.379
- calculated total energy (eV) = -108050.2501
- LUMO (eV) = -0.75